This record from the OMol25 dataset describes a molecular structure, C8H9NdO8P at a distorted geometry. The level of theory is the ωB97M-V functional and the def2-TZVPD basis.

Its maximum force is 6.18 eV/A. The spin multiplicity is 4. As for the energy relative to the best compared isomer or geometry (same formula, charge and spin): 0.00 kJ/mol. Its charge is +3. The expectation value of S² is 3.754.

Last column: Löwdin charge in e.
Geometry (Å):
O  -0.17769  3.61962  -2.23830  0.196
C  -0.04981  2.49635  -2.03387  -0.013
Nd  0.08767  -0.06681  -1.37516  1.447
O  -0.20758  -0.01973  -5.22758  0.203
C  -0.06764  -0.05714  -4.09273  -0.056
C  -0.17273  -2.65283  -2.37309  0.022
O  -0.20808  -3.79892  -2.31053  0.187
C  -2.36722  -0.06757  -2.05472  -0.038
O  -3.49767  -0.04433  -2.26331  0.214
C  2.71413  0.08962  -2.31338  0.022
O  3.84170  0.10576  -2.50920  0.185
C  -1.68260  2.11720  1.45984  -0.055
O  -1.69167  0.71006  1.04904  -0.502
P  -1.70363  -0.50271  2.20073  1.332
O  -0.27686  -0.51371  2.89936  -0.342
C  0.68067  0.51202  3.19393  -0.035
O  0.82182  -1.24599  0.12577  -0.586
C  1.42099  -2.36778  0.71209  -0.143
H  -2.64614  2.57590  1.18159  0.124
H  -0.84580  2.60059  0.92927  0.094
H  -1.55052  2.20003  2.55459  0.100
H  1.20580  0.83040  2.28988  0.102
H  0.23065  1.35917  3.71549  0.112
H  1.38439  0.04219  3.87884  0.125
H  2.04029  -2.00091  1.54595  0.100
H  0.64436  -3.05457  1.07598  0.103
H  2.07318  -2.86594  -0.02049  0.104



This record from the OMol25 dataset describes a single C8H9O3PS molecule at a distorted geometry. The level of theory is the ωB97M-V functional and the def2-TZVPD basis.

Its maximum force is 3.37 eV/A. The spin multiplicity is 3. The calculation puts the energy at -34703.05570 eV. The expectation value of S² is 2.025.

Last column: Löwdin charge in e.
Geometry (Å):
C  -0.16102  2.52166  2.25334  -0.088
C  0.09240  2.71057  0.90322  -0.084
C  -0.17431  1.23841  2.77534  -0.081
C  0.33560  1.62579  0.08224  -0.040
C  0.04925  0.14855  1.95568  -0.031
C  0.30879  0.32620  0.59414  -0.226
C  0.58135  -0.78799  -0.29500  -0.131
C  0.31379  -2.07099  -0.07845  -0.189
O  1.85217  -2.67186  -2.13474  -0.382
O  0.89602  -4.53773  -0.82190  -0.319
O  -0.83003  -3.11410  -2.59624  -0.547
P  -0.47516  -1.85540  -3.52246  0.881
S  0.82617  -3.20837  -1.31025  0.623
H  -0.33653  3.37379  2.89295  0.101
H  0.11222  3.70744  0.49098  0.102
H  -0.35742  1.08224  3.82853  0.104
H  0.53815  1.78011  -0.96750  0.110
H  0.05081  -0.84392  2.37712  0.108
H  1.06507  -0.54319  -1.23345  0.092
H  -0.19875  -2.52247  0.74908  0.095
H  0.03010  -2.52704  -4.65444  -0.034
H  -1.75637  -1.79043  -4.09630  -0.064



This record from the OMol25 dataset describes 2 unconnected molecules or ions with the total composition C8H9OPS at a distorted geometry. The level of theory is the ωB97M-V functional and the def2-TZVPD basis.

Its maximum force is 1.72 eV/A. As for the energy relative to the best compared isomer or geometry (same formula, charge and spin): 133.34 kJ/mol.

Last column: Löwdin charge in e.
Geometry (Å):
C  2.48722  -1.31042  -1.20748  -0.098
C  1.53609  -0.63206  -1.95064  -0.084
C  2.48521  -1.20141  0.17479  -0.087
C  0.57441  0.13938  -1.32621  -0.022
C  1.53563  -0.42936  0.81273  -0.012
C  0.56435  0.23790  0.06311  -0.275
C  -2.44851  2.05398  1.14734  -0.087
C  -1.56993  1.21669  0.30923  -0.321
O  -0.34612  0.97471  0.76698  -0.031
P  -1.78818  -3.27766  1.03117  0.156
S  -2.53446  -1.50427  0.76687  0.008
H  3.23367  -1.91214  -1.70505  0.099
H  1.53929  -0.70054  -3.02821  0.104
H  3.22474  -1.72686  0.76021  0.103
H  -0.14669  0.68142  -1.91849  0.108
H  1.51513  -0.34620  1.88825  0.119
H  -2.34940  1.77501  2.19665  0.081
H  -3.48194  1.93918  0.83486  0.076
H  -2.17645  3.11178  1.06525  0.080
H  -1.85405  0.91089  -0.68136  0.082